No. 1
This record from OMol25 describes a molecular structure, C13H26AgN2O5S in a non-equilibrium geometry. The level of theory is the ωB97M-V functional and the def2-TZVPD basis.

**Charge**: +2
**HOMO energy (spin up / spin down)**: -14.19 / -14.11 eV
**LUMO (spin up / spin down)**: -8.41 / -10.92 eV
**Multiplicity**: 2

Positions of all 48 atoms, in Å:
C  -0.515  -2.690  -2.239
C  -1.125  -1.417  -1.397
N  -2.140  -1.962  -0.416
C  -1.620  -2.019  1.003
C  -0.063  -2.566  1.135
O  0.286  -2.993  2.499
S  0.968  -1.667  3.395
O  2.457  -1.644  2.908
O  0.162  -0.206  3.048
C  0.971  0.698  2.213
C  -0.007  1.853  1.578
C  0.773  3.177  0.998
C  2.043  2.860  0.013
N  1.726  2.814  -1.463
C  0.295  2.427  -1.757
C  2.570  1.799  -2.215
C  2.679  0.189  -1.849
O  3.268  2.199  -3.302
C  -3.473  -1.255  -0.529
C  -3.852  0.223  0.075
O  -4.454  -1.878  -1.239
H  -1.322  -3.560  -2.195
H  -0.411  -2.355  -3.359
H  0.514  -3.055  -1.814
H  -0.317  -0.709  -0.932
H  -1.736  -0.756  -2.175
H  -1.817  -0.999  1.544
H  -2.285  -2.833  1.568
H  -0.015  -3.549  0.460
H  0.739  -1.836  0.684
H  1.465  0.138  1.281
H  1.854  1.220  2.779
H  -0.787  1.401  0.796
H  -0.685  2.240  2.481
H  1.227  3.731  1.954
H  -0.006  3.963  0.549
H  2.665  1.900  0.353
H  2.806  3.767  0.158
H  -0.067  1.431  -1.262
H  0.202  2.278  -2.938
H  -0.470  3.297  -1.500
H  3.747  0.058  -1.333
H  2.661  -0.517  -2.782
H  1.901  -0.130  -1.004
H  -4.645  0.044  0.934
H  -4.240  0.996  -0.720
H  -2.908  0.703  0.605
Ag  0.979  -4.810  3.407

Results of the Löwdin charge analysis, in e, for atoms 1 through 2: C -0.0450; C -0.1641

No. 2
This record from OMol25 describes a molecular structure, C13H26Ca2Cl3F3N5O20PS2 in a non-equilibrium geometry. The level of theory is the ωB97M-V functional and the def2-TZVPD basis.

**Charge**: 0
**HOMO energy**: -6.02 eV
**LUMO**: -4.79 eV
**Multiplicity**: 1

Positions of all 75 atoms, in Å:
N  -1.974  2.492  2.775
P  -1.843  1.916  4.179
N  -3.112  2.540  5.235
N  -4.366  2.467  4.531
C  -3.187  1.753  6.404
O  -4.012  0.947  6.701
O  -2.109  2.010  7.181
H  -1.128  2.973  2.501
H  -0.659  2.141  4.868
H  -2.110  0.542  4.280
H  -4.281  1.906  3.691
H  -4.582  3.415  4.255
H  -1.846  2.929  7.054
N  0.756  -0.144  2.833
O  1.716  -0.923  3.159
O  0.820  1.047  3.068
O  -0.221  -0.665  2.261
C  2.122  -4.666  3.097
C  2.566  -3.462  3.876
O  3.906  -3.832  4.215
C  4.384  -4.672  3.300
O  5.479  -5.024  3.102
O  3.283  -5.144  2.477
F  1.833  -3.300  4.976
H  1.686  -5.466  3.729
H  1.400  -4.363  2.355
H  2.524  -2.577  3.230
C  4.304  4.585  0.657
C  2.806  4.472  0.756
C  2.050  5.785  0.636
O  0.898  5.559  1.456
C  1.234  4.631  2.392
O  0.586  4.380  3.356
O  2.409  4.056  2.081
H  4.763  3.599  0.637
H  4.580  5.114  -0.255
H  4.699  5.119  1.522
H  2.438  3.732  0.042
H  1.750  6.026  -0.380
H  2.614  6.619  1.061
Ca  0.902  -5.487  1.309
C  1.261  1.031  -4.063
C  1.937  1.174  -2.705
C  1.166  0.485  -1.600
O  2.092  2.554  -2.352
H  0.256  1.453  -4.041
H  1.845  1.569  -4.813
H  1.177  -0.017  -4.356
H  2.950  0.769  -2.784
H  0.186  0.950  -1.481
H  1.698  0.591  -0.652
H  0.995  -0.577  -1.792
H  1.197  2.914  -2.293
C  0.561  -5.118  -3.499
Cl  0.104  -6.687  -4.137
Cl  -0.133  -3.766  -4.317
Cl  0.117  -5.039  -1.737
H  1.636  -5.017  -3.563
O  3.368  -1.017  6.202
H  2.990  -1.800  5.788
N  -3.889  -3.623  -7.999
S  -5.261  -2.979  -7.841
O  -5.383  -1.609  -7.577
O  -6.148  -3.848  -6.972
F  -5.851  -3.201  -9.228
S  -3.002  -3.584  -6.655
O  -1.663  -3.889  -6.893
O  -3.768  -4.164  -5.572
F  -3.012  -2.070  -6.323
Ca  -6.747  -4.418  -5.239
C  -2.352  1.007  -3.265
O  -1.849  2.145  -3.241
O  -3.761  0.956  -3.158
O  -1.783  -0.085  -3.372
H  -4.010  1.882  -3.074

Results of the Löwdin charge analysis, in e, for atoms 1 through 2: N -0.2392; P 0.7131

No. 3
This record from OMol25 describes a molecular structure, C13H26ClN3O7P2Pt. The level of theory is the ωB97M-V functional and the def2-TZVPD basis.

**Charge**: +2
**Energy above the lowest of the compared OMol25 structures with the same formula, charge and spin**: 94.2 kJ/mol
**HOMO energy (spin up / spin down)**: -13.49 / -15.79 eV
**LUMO (spin up / spin down)**: -5.53 / -9.93 eV
**Multiplicity**: 5

Positions of all 53 atoms, in Å:
Pt  -0.760  -0.078  -0.325
N  -1.040  -1.689  1.245
C  -2.105  -1.504  2.250
C  -2.193  -0.029  2.573
N  -2.304  0.758  1.329
C  -3.648  0.813  0.710
C  -3.880  -0.271  -0.334
N  -2.794  -0.252  -1.332
H  -1.075  -2.603  0.798
H  -0.128  -1.642  1.697
H  -1.887  -2.076  3.153
H  -3.042  -1.884  1.851
H  -1.277  0.291  3.074
H  -3.031  0.170  3.245
H  -2.001  1.702  1.530
H  -3.749  1.788  0.231
H  -4.425  0.754  1.476
H  -4.851  -0.105  -0.804
H  -3.906  -1.264  0.109
H  -2.890  0.552  -1.948
H  -2.826  -1.069  -1.936
C  2.719  -3.642  -1.642
C  1.729  -2.552  -1.237
O  0.464  -3.167  -0.903
P  2.248  -1.651  0.259
O  3.793  -1.373  0.208
O  2.077  -2.627  1.490
O  1.398  -0.441  0.492
P  1.431  -1.336  -2.600
O  2.593  -0.228  -2.358
O  1.493  -1.905  -3.940
O  0.091  -0.668  -2.134
H  2.534  -4.527  -1.033
H  3.753  -3.326  -1.509
H  2.570  -3.905  -2.688
H  -0.218  -2.734  -1.433
H  4.055  -0.546  -0.219
H  2.767  -3.291  1.634
H  3.138  -0.196  -3.160
Cl  3.762  4.940  1.685
C  2.496  4.097  0.990
C  2.745  3.205  -0.088
C  1.709  2.544  -0.663
C  0.363  2.758  -0.216
C  -0.736  2.127  -0.898
C  0.142  3.624  0.898
C  1.174  4.286  1.484
H  3.762  3.079  -0.435
H  1.881  1.851  -1.476
H  -0.555  1.902  -1.948
H  -1.709  2.568  -0.705
H  -0.870  3.795  1.245
H  1.016  4.972  2.305

Results of the Löwdin charge analysis, in e, for atoms 1 through 2: Pt 1.3947; N -0.0311

No. 4
This record from OMol25 describes 3 unconnected molecules or ions with the total composition C13H27BIO10P2S in a non-equilibrium geometry. The level of theory is the ωB97M-V functional and the def2-TZVPD basis.

**Charge**: +1
**HOMO energy**: -12.09 eV
**LUMO**: -4.88 eV
**Multiplicity**: 1

Positions of all 55 atoms, in Å:
C  -3.131  -4.667  -0.712
C  -2.025  -5.797  -1.147
B  -0.459  -5.393  -0.848
O  0.299  -6.257  0.124
P  0.523  -3.948  -1.632
S  2.561  -4.696  -1.895
C  -0.068  -3.418  -3.371
C  -1.518  -2.657  -3.265
C  -1.429  -1.049  -3.716
I  -3.314  -0.136  -2.951
P  0.596  -2.286  -0.207
O  1.573  -2.633  1.017
O  -1.004  -1.788  0.314
O  1.354  -0.933  -1.064
H  -3.454  -4.004  -1.650
H  -4.120  -5.268  -0.422
H  -2.849  -4.032  0.230
H  -2.230  -6.141  -2.270
H  -2.263  -6.763  -0.488
H  0.788  -6.937  -0.458
H  2.931  -5.188  -0.603
H  0.716  -2.644  -3.830
H  -0.055  -4.346  -4.101
H  -2.288  -3.259  -3.918
H  -1.831  -2.621  -2.114
H  -1.313  -0.912  -4.879
H  -0.495  -0.570  -3.164
H  -0.986  -0.796  0.551
H  1.636  -0.268  -0.342
C  2.295  1.644  4.086
C  1.093  1.975  3.226
C  -0.139  1.209  3.600
O  -0.870  1.203  2.385
C  0.057  1.273  1.383
O  -0.187  1.090  0.202
O  1.296  1.569  1.881
H  2.481  0.564  4.109
H  3.198  2.109  3.678
H  2.151  1.994  5.113
H  0.915  3.057  3.227
H  -0.710  1.694  4.397
H  0.062  0.170  3.884
C  0.433  5.034  -0.778
C  0.291  6.076  0.312
C  1.337  7.148  0.254
O  1.387  7.591  1.600
C  1.025  6.520  2.368
O  1.145  6.467  3.580
O  0.516  5.512  1.594
H  1.444  4.612  -0.793
H  -0.252  4.198  -0.601
H  0.219  5.463  -1.761
H  -0.722  6.496  0.303
H  1.063  7.966  -0.418
H  2.329  6.775  -0.021

Results of the Löwdin charge analysis, in e, for atoms 1 through 2: C -0.1326; C -0.1866

No. 5
This record from OMol25 describes 2 unconnected molecules or ions with the total composition C13H27BN2O2S. The level of theory is the ωB97M-V functional and the def2-TZVPD basis.

**Charge**: 0
**HOMO energy**: -8.11 eV
**LUMO**: 0.50 eV
**Multiplicity**: 1

Positions of all 46 atoms, in Å:
N  3.765  -1.351  0.095
C  2.778  -1.974  -0.803
C  1.922  -0.931  -1.494
O  1.245  -1.564  -2.578
C  0.898  -0.278  -0.569
B  0.038  0.866  -1.187
C  -0.844  1.772  -0.272
C  -2.064  2.434  -0.916
C  -3.025  1.437  -1.553
C  -3.556  0.406  -0.563
N  -4.745  -0.269  -1.041
C  -6.013  -0.087  -0.563
C  -6.861  -0.883  -1.274
C  -6.077  -1.591  -2.221
C  -4.788  -1.165  -2.072
H  3.575  -1.639  1.046
H  3.625  -0.348  0.117
H  3.282  -2.575  -1.560
H  2.117  -2.645  -0.246
H  2.597  -0.156  -1.882
H  1.079  -0.917  -3.268
H  1.384  0.103  0.339
H  0.223  -1.073  -0.225
H  0.096  1.058  -2.373
H  -1.116  1.227  0.638
H  -0.157  2.558  0.073
H  -1.722  3.131  -1.682
H  -2.614  3.024  -0.177
H  -3.877  1.970  -1.978
H  -2.525  0.922  -2.378
H  -3.818  0.898  0.375
H  -2.797  -0.347  -0.344
H  -6.218  0.587  0.252
H  -7.923  -0.974  -1.123
H  -6.429  -2.322  -2.931
H  -3.893  -1.451  -2.599
C  5.034  1.307  4.467
S  4.702  0.545  2.877
O  3.334  -0.039  2.969
C  5.858  -0.815  3.058
H  4.366  2.160  4.566
H  4.836  0.585  5.259
H  6.070  1.644  4.497
H  5.606  -1.382  3.954
H  6.872  -0.419  3.117
H  5.761  -1.438  2.171

Results of the Löwdin charge analysis, in e, for atoms 1 through 2: N 0.0106; C -0.2277

Question: charge of number 2 (C13H26Ca2Cl3F3N5O20PS2)?
Answer: 0

Question: The highest multiplicity belongs to which entry?
Answer: C13H26ClN3O7P2Pt